Record 1
{"formula": "C2H5NO", "method": "the ωB97M-V functional and the def2-TZVPD basis", "elements": ["H", "N", "H", "H", "C", "O", "C", "H", "H"], "coordinates": [[-0.80697, 0.81595, -1.19868], [1.25990, -0.46889, 0.35914], [2.18069, -0.34053, -0.03143], [-1.56592, -0.97714, 0.39354], [0.21250, 0.16000, -0.17738], [0.39098, 1.03474, -1.11407], [-1.19552, -0.01682, 0.03098], [-1.62829, 0.83540, 0.56019], [1.15263, -1.04271, 1.17770]], "forces_ev_per_a": [[0.2376, 0.1659, -0.1244], [0.0030, 0.0166, -0.0165], [-0.1380, 0.0021, 0.0301], [0.0782, 0.1791, -0.0462], [-0.0129, -0.1155, 0.1357], [-0.2141, -0.0448, 0.0057], [0.0144, -0.2062, 0.2640], [0.0711, -0.0793, -0.1221], [-0.0392, 0.0821, -0.1263]], "e_lumo_ev": 0.79, "e_above_lowest_kcal_mol": 65.25, "fmax_ev_per_a": 0.3, "homo_lumo_gap_ev": 9.0, "multiplicity": 1, "total_charge": 0}

Record 2
{"formula": "C2H5NO", "method": "the ωB97M-V functional and the def2-TZVPD basis", "elements": ["O", "N", "C", "H", "H", "H", "H", "H", "C"], "coordinates": [[0.18364, -0.32069, -0.75706], [-0.63669, -1.50844, -1.01431], [0.30262, 0.07242, 0.54102], [0.62190, 1.66899, 2.03454], [-0.28225, -1.64494, -1.95876], [-1.46501, -0.97837, -1.31720], [0.89873, 2.03424, 0.28375], [-0.30302, -0.59287, 1.24972], [0.68008, 1.26965, 0.93830]], "forces_ev_per_a": [[1.1203, 0.4787, -0.0865], [-0.0757, 1.9202, -0.4491], [-3.0210, -1.7240, 1.4998], [0.0762, -1.4874, -2.0983], [0.4309, -0.8936, 0.0106], [-0.5415, -0.6199, 0.6024], [0.8588, 1.3283, -1.6287], [1.4858, 0.5337, -0.8891], [-0.3338, 0.4640, 3.0390]], "e_lumo_ev": 1.08, "e_above_lowest_kcal_mol": 88.20, "fmax_ev_per_a": 3.8, "homo_lumo_gap_ev": 10.0, "multiplicity": 1, "total_charge": 0}

Record 3
{"formula": "C2H5NO", "method": "the ωB97M-V functional and the def2-TZVPD basis", "elements": ["C", "H", "H", "H", "H", "C", "H", "O", "N"], "coordinates": [[-0.02250, 1.14591, 0.63654], [0.94960, 1.45649, 1.19912], [-0.90732, 1.20241, 1.13822], [-0.08774, -0.07688, -1.57928], [-0.01921, 1.38025, -0.47696], [0.05537, -0.96945, -1.02691], [0.06800, -2.02915, -1.37845], [-0.02677, -1.40191, 1.24707], [-0.00943, -0.70766, 0.24064]], "forces_ev_per_a": [[4.0003, -2.8579, -3.6159], [-1.9605, -0.9587, -1.0857], [-2.2386, 0.3953, 1.3160], [0.1905, 0.0043, -1.1571], [-0.1492, 0.7187, 1.9665], [-0.3192, -1.0202, 0.8848], [-0.0378, 1.2184, 0.3220], [0.0571, -0.8604, -0.0797], [0.4575, 3.3606, 1.4490]], "e_lumo_ev": 0.83, "e_above_lowest_kcal_mol": 109.49, "fmax_ev_per_a": 6.1, "homo_lumo_gap_ev": 9.8, "multiplicity": 1, "total_charge": 0}

Record 4
{"formula": "C2H5NO", "method": "the ωB97M-V functional and the def2-TZVPD basis", "elements": ["H", "H", "C", "H", "N", "O", "C", "H", "H"], "coordinates": [[0.82467, -0.49788, -0.99151], [0.04890, 1.94128, 1.36303], [-0.07352, -0.74750, -0.55344], [-1.84464, -0.18490, -1.52877], [-0.51054, 0.28600, 0.30598], [-1.20024, -0.92859, -1.59265], [0.34702, 1.13212, 0.73773], [1.47095, 1.37522, 0.48078], [0.02147, -1.77366, -0.02178]], "forces_ev_per_a": [[1.9514, 0.3335, -1.6039], [-0.8825, 0.3220, 0.6726], [-4.0888, -2.1988, -0.3443], [1.0564, -0.6456, 0.3771], [1.3270, 1.1752, 1.6203], [1.7069, 0.4416, 1.2827], [1.0198, 0.3788, -1.1668], [-1.7470, -1.5987, -0.0917], [-0.3432, 1.7920, -0.7459]], "e_lumo_ev": 0.81, "e_above_lowest_kcal_mol": 57.45, "fmax_ev_per_a": 4.7, "homo_lumo_gap_ev": 11.0, "multiplicity": 1, "total_charge": 0}

Record 5
{"formula": "C2H5NO", "method": "the ωB97M-V functional and the def2-TZVPD basis", "elements": ["C", "H", "H", "H", "H", "O", "H", "C", "N"], "coordinates": [[1.24980, -0.01931, 0.76227], [-1.77288, 0.30697, 0.16107], [-0.46642, 0.74139, -0.99582], [1.48194, 0.85650, 0.18771], [1.94877, -0.39846, 1.48582], [-0.23410, -1.65281, 1.22824], [-1.23188, -0.88163, -1.05829], [-0.93721, -0.05154, -0.42716], [0.13904, -0.64198, 0.61890]], "forces_ev_per_a": [[0.7089, 0.2583, 0.1779], [0.0113, -0.0304, 0.1200], [0.0073, 0.0647, -0.0201], [-0.2076, 0.0739, -0.1837], [0.0399, -0.1463, 0.1099], [-0.2141, -0.6820, 0.3951], [0.0591, -0.0911, 0.0703], [1.6686, -0.7701, 1.3521], [-2.0735, 1.3231, -2.0215]], "e_lumo_ev": 0.96, "e_above_lowest_kcal_mol": 74.75, "fmax_ev_per_a": 3.2, "homo_lumo_gap_ev": 9.9, "multiplicity": 1, "total_charge": 0}

Record 6
{"formula": "C2H5NO", "method": "the ωB97M-V functional and the def2-TZVPD basis", "elements": ["H", "C", "O", "H", "N", "H", "H", "H", "C"], "coordinates": [[-1.51328, -0.73783, -0.49600], [-0.96714, 0.19961, -0.57030], [0.30647, -0.18665, 1.93099], [2.05513, -0.51706, 1.08775], [0.48549, -0.01142, -0.31674], [-1.11093, 0.56441, -1.60196], [-1.41535, 0.95678, 0.12504], [1.14778, 0.00892, -1.08628], [1.01182, -0.27677, 0.92751]], "forces_ev_per_a": [[-0.0001, -0.0454, 0.2530], [0.5030, 0.6813, 0.1809], [0.5424, -0.3747, -0.7126], [0.5976, -0.0787, -0.8986], [0.6715, -0.2326, 0.0464], [0.3283, -0.1000, 0.4673], [0.6049, -0.7931, -0.4906], [-0.5114, -0.0666, 0.1646], [-2.7363, 1.0098, 0.9896]], "e_lumo_ev": 0.93, "e_above_lowest_kcal_mol": 16.27, "fmax_ev_per_a": 3.1, "homo_lumo_gap_ev": 10.7, "multiplicity": 1, "total_charge": 0}

Highest occupied orbital energy, record by record: -8.3; -8.9; -9.0; -10.2; -8.9; -9.8 eV